# 1
DFT (ωB97M-V/def2-TZVPD) results for a molecular structure, C23H21FO4S.

```
! wB97M-V def2-TZVPD RIJCOSX def2/J DEFGRID3
* xyz 0 1
C 0.211 -5.277 1.094
C 0.173 -4.364 -0.110
O 0.506 -3.008 0.380
C 0.540 -2.095 -0.593
C 0.669 -0.618 -0.193
S 2.466 -0.286 -0.381
C 2.848 0.823 0.975
C 1.943 1.789 1.422
C 2.343 2.672 2.437
C 3.622 2.558 2.991
C 4.508 1.569 2.552
C 4.106 0.687 1.543
O 3.269 -1.460 -0.198
O 2.582 0.456 -1.612
O 0.471 -2.336 -1.798
H -0.273 -6.223 0.834
H 1.246 -5.499 1.392
H -0.300 -4.836 1.965
H 0.945 -4.653 -0.844
H -0.823 -4.377 -0.584
H 0.359 -0.397 0.835
H 0.935 1.836 1.005
H 1.656 3.446 2.781
H 3.955 3.267 3.759
H 5.508 1.462 2.971
H 4.750 -0.133 1.222
F -3.094 4.761 -1.070
C -1.979 3.988 -1.296
C -0.908 4.527 -1.983
C 0.232 3.760 -2.214
C 0.264 2.436 -1.772
C -0.829 1.856 -1.077
C -0.796 0.442 -0.727
C -2.017 -0.313 -0.502
C -2.140 -1.416 0.403
C -3.313 -2.167 0.470
C -4.420 -1.826 -0.318
C -4.343 -0.717 -1.160
C -3.171 0.011 -1.253
C -1.982 2.669 -0.823
H -0.934 5.555 -2.344
H 1.110 4.133 -2.755
H 1.106 1.798 -2.039
H 0.186 -0.075 -1.279
H -1.302 -1.702 1.047
H -3.352 -3.009 1.170
H -5.340 -2.411 -0.259
H -5.205 -0.402 -1.739
H -3.115 0.835 -1.965
H -2.873 2.266 -0.358
*
```

DFT total energy: -45929.380 eV



# 2
DFT (ωB97M-V/def2-TZVPD) results for C4H10O in the gas phase.

```
! wB97M-V def2-TZVPD RIJCOSX def2/J DEFGRID3
* xyz 0 1
C -0.200 0.561 1.887
C -0.773 0.099 0.547
C 0.268 -0.518 -0.406
C -0.027 -0.169 -1.863
O 1.554 -0.032 -0.047
H 0.525 1.365 1.728
H 0.312 -0.246 2.422
H -1.005 0.944 2.522
H -1.562 -0.647 0.711
H -1.258 0.960 0.062
H 0.248 -1.615 -0.283
H -1.036 -0.473 -2.160
H 0.063 0.916 -1.989
H 0.686 -0.651 -2.544
H 2.204 -0.495 -0.587
*
```

DFT total energy: -6357.531 eV
SMILES string: CC[C@@H](C)O



# 3
DFT (ωB97M-V/def2-TZVPD) results for C23H31N3O6S in the gas phase.

```
! wB97M-V def2-TZVPD RIJCOSX def2/J DEFGRID3
* xyz 0 1
C 5.086 -4.209 0.315
C 3.872 -3.531 0.930
O 3.549 -2.420 0.119
C 2.497 -1.620 0.472
C 1.676 -1.819 1.571
C 0.612 -0.966 1.865
N -0.268 -1.226 2.913
C -0.303 -2.551 3.496
C -1.652 -2.727 4.203
O -1.852 -1.749 5.194
C -1.800 -0.459 4.630
C -0.462 -0.212 3.933
C 0.399 0.150 1.027
O -0.678 0.945 1.322
C -1.017 2.020 0.471
C -0.184 3.275 0.726
C 1.250 0.373 -0.041
C 2.272 -0.514 -0.356
N 3.132 -0.321 -1.443
C 2.910 0.261 -2.649
O 3.818 0.451 -3.434
C 1.494 0.626 -2.974
C 1.206 1.908 -3.431
C -0.095 2.250 -3.756
C -1.092 1.300 -3.647
S -2.788 1.755 -4.000
O -3.495 0.584 -4.428
O -2.786 2.922 -4.833
N -3.297 2.173 -2.458
C -3.427 3.573 -2.150
C -4.190 1.276 -1.769
C -0.814 0.011 -3.235
C 0.483 -0.331 -2.897
H 5.360 -5.080 0.902
H 4.861 -4.520 -0.702
H 5.925 -3.519 0.287
H 3.025 -4.229 0.967
H 4.100 -3.198 1.952
H 1.861 -2.656 2.223
H -0.219 -3.299 2.707
H 0.505 -2.699 4.232
H -1.696 -3.692 4.710
H -2.456 -2.669 3.454
H -1.942 0.241 5.454
H -2.612 -0.338 3.898
H -0.463 0.773 3.474
H 0.347 -0.264 4.682
H -2.064 2.228 0.715
H -0.963 1.718 -0.583
H 0.873 3.086 0.560
H -0.507 4.067 0.057
H -0.314 3.604 1.754
H 1.122 1.239 -0.667
H 4.053 -0.727 -1.325
H 2.007 2.626 -3.521
H -0.350 3.236 -4.113
H -4.473 3.899 -2.187
H -3.026 3.775 -1.154
H -2.864 4.131 -2.893
H -3.852 1.127 -0.741
H -4.179 0.327 -2.298
H -5.215 1.660 -1.758
H -1.615 -0.709 -3.197
H 0.716 -1.334 -2.575
*
```

DFT total energy: -51943.568 eV
SMILES string: CCOc1cc(N2CCOCC2)c(OCC)cc1NC(=O)c1ccc(S(=O)(=O)N(C)C)cc1



# 4
DFT (ωB97M-V/def2-TZVPD) results for 2 unconnected molecules or ions with the total composition C2H7N3O2.

```
! wB97M-V def2-TZVPD RIJCOSX def2/J DEFGRID3
* xyz 0 1
C -1.087 -1.327 0.799
N 0.107 -1.742 0.773
N 1.255 -2.003 1.126
O 2.174 -1.236 0.915
H -1.345 -0.579 1.511
H -1.801 -1.903 0.281
C 0.687 1.591 -0.064
O 0.244 1.649 -1.386
N -0.566 0.519 -1.336
H 1.522 2.157 0.175
H 0.827 0.545 0.162
H -0.175 1.730 0.700
H -0.309 -0.092 -2.214
H -1.533 0.690 -1.443
*
```

DFT total energy: -10745.475 eV
SMILES string: C=NN=O.CON